Entry 1:
ORCA calculation (ωB97M-V/def2-TZVPD) on C19H23CaF5NPS as an isolated structure at a distorted geometry.

Orbital gap (eV): 5.19
HOMO energy (Ha): -0.246
E_LUMO (eV): -1.499

ORCA input file:
```
! RIJCOSX wB97M-V def2-TZVPD def2/J DEFGRID3
* xyz 0 1
C 0.596 3.082 -2.943
C -0.668 2.598 -2.675
C -0.874 1.477 -1.835
C 0.250 0.845 -1.303
C 1.528 1.332 -1.501
C 1.707 2.453 -2.344
C -2.306 1.066 -1.442
C -2.633 -0.329 -1.004
N -1.845 -1.491 -1.494
Ca -0.874 -0.710 0.316
C 2.702 0.667 -0.839
P 2.059 -0.984 -0.168
H -1.542 3.079 -3.129
H 2.722 2.789 -2.515
H 0.761 3.935 -3.617
H 3.044 1.232 0.046
H 3.521 0.460 -1.549
H -2.625 1.730 -0.576
H -2.968 1.319 -2.320
H -1.009 -1.958 -1.124
C 3.576 -1.541 0.693
C 2.260 -1.922 -1.751
H -3.473 -0.582 -0.437
C -1.257 -1.263 -2.916
C -2.805 -2.674 -1.556
H 0.834 -1.505 1.417
H -1.514 -2.130 -3.502
H -1.668 -0.375 -3.378
H -0.169 -1.256 -2.851
H -3.084 -2.895 -2.604
H -2.303 -3.540 -1.125
H -3.730 -2.442 -1.000
H 3.332 -1.919 -2.012
H 1.921 -2.956 -1.563
H 1.683 -1.459 -2.569
H 4.453 -1.492 0.032
H 3.728 -0.906 1.581
H 3.398 -2.581 1.004
H -0.328 -2.521 0.931
F -0.089 0.206 7.043
C -0.322 0.650 5.807
C -0.042 1.984 5.467
F 0.437 2.815 6.412
C -0.239 2.411 4.172
F 0.008 3.697 3.871
C -0.699 1.561 3.133
S -0.764 2.071 1.549
C -1.056 0.255 3.546
F -1.685 -0.599 2.664
C -0.845 -0.200 4.822
F -1.106 -1.483 5.139
*
```

Charge distribution, Mulliken scheme, values in e: C -0.85; C -0.97; C 0.19; C 1.68; C -0.29; C -0.67; C -1.24; C -1.25; N 0.07; Ca 0.11; C -1.26; P 1.02; H 0.38; H 0.45; H 0.36; H 0.49; H 0.51; H 0.45; H 0.39; H 0.31; C -1.15; C -1.38; H 0.73; C -0.76; C -0.80; H -0.03; H 0.46; H 0.33; H 0.05; H 0.31; H 0.33; H 0.30; H 0.47; H 0.32; H 0.34; H 0.38; H 0.38; H 0.41; H 0.04; F -0.31; C 0.55; C 0.22; F -0.30; C 0.13; F -0.32; C 0.54; S -0.39; C 0.08; F -0.42; C -0.09; F -0.31

***

Entry 2:
ORCA calculation (ωB97M-V/def2-TZVPD) on one molecule with the formula C4H5NO.

Orbital gap (eV): 9.90
HOMO energy (Ha): -0.379
E_LUMO (eV): -0.406

ORCA input file:
```
! RIJCOSX wB97M-V def2-TZVPD def2/J DEFGRID3
* xyz 0 1
O -2.014 -0.075 -0.340
C -1.595 0.349 0.719
N -0.290 0.670 0.937
C 0.698 0.378 -0.073
C 2.120 -1.413 0.422
C 1.011 -1.121 -0.178
H -2.241 0.536 1.596
H 0.029 0.826 1.882
H 0.313 0.713 -1.039
H 1.613 0.928 0.148
H 0.306 -1.765 -0.688
*
```

Charge distribution, Mulliken scheme, values in e: O -0.55; C 0.02; N -0.15; C -0.66; C -0.36; C -0.01; H 0.36; H 0.27; H 0.25; H 0.43; H 0.40

***

Entry 3:
ORCA calculation (ωB97M-V/def2-TZVPD) on H14O9V as an isolated structure at a distorted geometry.

Orbital gap (eV): 8.66
HOMO energy (Ha): -0.512
E_LUMO (eV): -5.263

ORCA input file:
```
! RIJCOSX wB97M-V def2-TZVPD def2/J DEFGRID3
* xyz 1 1
O 0.964 0.430 -1.483
V 0.403 -0.506 -0.311
O -0.986 -1.150 -0.809
O -2.534 1.217 -0.301
H -1.889 1.868 -0.578
H -2.355 1.083 0.630
O 1.864 2.958 -2.167
H 2.167 2.094 -1.887
H 0.914 2.867 -2.241
O -4.116 -1.120 0.470
H -3.377 -0.790 -0.042
H -3.816 -1.965 0.806
O 2.376 -0.094 0.709
H 2.685 -0.214 1.607
H 2.904 0.629 0.369
O -0.069 1.283 1.038
H -0.184 1.312 1.987
H -0.135 2.196 0.760
O 1.703 -2.336 -1.273
H 2.388 -1.894 -1.774
H 1.721 -3.240 -1.588
O -0.014 -1.462 1.697
H 0.324 -1.877 2.491
H -0.935 -1.290 1.890
*
```

Charge distribution, Mulliken scheme, values in e: O -0.54; V 1.16; O -0.42; O -0.59; H 0.24; H 0.32; O -0.57; H 0.34; H 0.29; O -0.63; H 0.32; H 0.31; O -0.46; H 0.31; H 0.32; O -0.28; H 0.28; H 0.28; O -0.48; H 0.32; H 0.29; O -0.41; H 0.30; H 0.31

***

Entry 4:
ORCA calculation (ωB97M-V/def2-TZVPD) on C26H40BrNOP2Sn as an isolated structure at a distorted geometry.

Orbital gap (spin up / spin down) (eV): 4.05 / 4.02
HOMO energy (spin up / spin down) (Ha): -0.736 / -0.736
E_LUMO (spin up / spin down) (eV): -15.986 / -16.011

ORCA input file:
```
! RIJCOSX wB97M-V def2-TZVPD def2/J DEFGRID3
* xyz 4 1
N -4.942 -1.134 3.916
C -4.112 -0.172 4.353
C -3.796 0.954 3.598
C -4.348 1.093 2.310
C -5.156 0.040 1.828
C -5.444 -1.026 2.681
C -3.967 2.260 1.574
Sn 0.325 0.359 -0.151
P 2.875 0.490 -0.675
C -4.000 2.362 0.220
C -2.800 2.719 -0.498
C -2.577 2.271 -1.820
C -1.349 2.414 -2.428
C -0.346 3.160 -1.796
C -0.527 3.583 -0.485
C -1.745 3.380 0.149
Br 1.201 3.762 -2.828
H -3.550 3.065 2.194
H -4.869 2.159 -0.389
H -3.067 1.668 3.985
H -5.479 0.052 0.793
H -3.666 -0.311 5.343
H -6.087 -1.832 2.346
H -3.404 1.768 -2.308
H -1.921 3.760 1.156
H -1.157 1.955 -3.373
H 0.281 4.055 0.055
P -0.219 -2.238 0.306
C 3.355 2.112 0.082
C 3.963 3.152 -0.847
H 4.014 1.887 0.942
H 2.443 2.552 0.521
H 4.217 4.058 -0.279
H 4.863 2.809 -1.369
H 3.209 3.458 -1.587
C 2.284 0.557 -2.433
C 3.358 0.719 -3.516
H 1.517 1.340 -2.535
H 1.751 -0.372 -2.689
H 2.882 0.969 -4.479
H 4.112 1.486 -3.296
H 3.869 -0.243 -3.660
C 4.286 -0.679 -0.575
C 5.658 -0.035 -0.735
H 4.139 -1.511 -1.283
H 4.229 -1.137 0.424
H 6.433 -0.804 -0.672
H 5.801 0.475 -1.693
H 5.851 0.670 0.076
C 0.683 -3.646 1.067
C 2.196 -3.608 0.908
H 0.253 -4.540 0.577
H 0.397 -3.672 2.130
H 2.618 -4.533 1.310
H 2.504 -3.543 -0.140
H 2.647 -2.785 1.470
C -0.236 -2.664 -1.471
C -1.189 -1.808 -2.312
H -0.559 -3.715 -1.494
H 0.795 -2.617 -1.848
H -1.023 -1.993 -3.382
H -2.238 -2.055 -2.088
H -1.056 -0.720 -2.168
C -1.973 -2.570 0.766
C -2.234 -2.838 2.242
H -2.264 -3.439 0.152
H -2.566 -1.709 0.418
H -3.285 -3.103 2.392
H -1.631 -3.666 2.626
H -2.046 -1.949 2.852
O 0.854 -0.422 3.343
C 0.966 -0.485 2.195
*
```

Charge distribution, Mulliken scheme, values in e: N -0.25; C -0.60; C -0.43; C 0.62; C -0.05; C -0.64; C -0.27; Sn 0.55; P 0.84; C -0.44; C 0.87; C -0.59; C -0.29; C 0.09; C -0.79; C -0.60; Br 0.11; H 0.82; H 0.72; H 0.44; H 0.48; H 0.42; H 0.43; H 0.51; H 0.34; H 0.57; H 0.54; P 0.95; C -0.51; C -0.72; H 0.56; H 0.32; H 0.44; H 0.27; H -0.17; C 0.21; C -1.56; H -0.44; H 0.41; H 0.46; H 0.30; H 0.38; C -0.42; C -1.32; H 0.47; H 0.33; H 0.43; H 0.30; H 0.35; C -0.74; C -1.22; H 0.57; H 0.42; H 0.45; H 0.31; H 0.23; C -0.86; C -0.98; H 0.55; H 0.38; H 0.42; H 0.30; H 0.10; C -0.64; C -1.25; H 0.54; H 0.17; H 0.33; H 0.37; H 0.29; O -0.14; C -0.02